1.
Entry from the OMol25 dataset: a molecular structure, C5H11NO2 (ωB97M-V with the def2-TZVPD basis set).

Structure (XYZ):
```
19
Properties=species:S:1:pos:R:3:mulliken_charge:R:1
O 1.10 -1.55 -0.55 -0.69
O 0.74 2.03 -0.41 -0.61
N -0.88 0.46 -0.18 0.02
C 1.40 -0.35 -0.54 1.24
C -1.52 -0.64 0.16 -0.08
C 2.84 0.08 -0.80 -1.62
C -3.00 -0.62 0.33 -1.11
C 0.46 0.67 -0.27 -0.17
H -0.18 -0.56 2.20 -0.12
H 2.92 0.64 -1.73 0.38
H 3.21 0.70 0.02 0.37
H -1.40 1.34 -0.13 0.25
H 3.46 -0.81 -0.88 0.35
H -3.26 -1.18 1.23 0.30
H 1.60 2.16 -0.80 0.32
H -3.38 0.39 0.43 0.30
H -3.52 -1.10 -0.51 0.27
H -1.01 -1.58 -0.04 0.46
H 0.41 -0.09 2.48 0.12
```

- orbital gap (alpha / beta) (eV) = 7.44 / 7.37
- spin multiplicity = 1
- electronic energy (eV) = -10945.704
- max |F| (eV/A) = 1.8

2.
Entry from the OMol25 dataset: a single C5H11NO2 molecule (ωB97M-V with the def2-TZVPD basis set).

Structure (XYZ):
```
19
Properties=species:S:1:pos:R:3:mulliken_charge:R:1
O 2.72 -0.87 -0.12 -0.48
O -2.35 1.99 1.45 -0.49
N 0.29 -1.02 0.31 -0.32
C -1.33 0.77 -0.34 -0.78
C 0.07 -0.35 -2.09 -1.54
C 1.71 -1.21 0.78 -0.41
C -1.68 1.04 1.11 0.01
C 0.03 0.10 -0.59 0.44
H -0.07 -1.98 0.16 0.25
H -1.33 1.70 -0.98 0.35
H -0.87 0.05 -2.61 0.40
H 1.75 -0.31 1.54 0.26
H 0.17 -1.36 -2.30 0.41
H 0.88 0.83 -0.55 0.35
H 0.84 0.16 -2.59 0.41
H 2.35 -1.14 -1.05 0.31
H 1.96 -2.23 1.18 0.30
H -1.18 0.26 1.83 0.29
H -2.27 0.18 -0.71 0.26
```

- SMILES = C[C@@H](CC=O)NCO
- orbital gap (eV) = 9.69
- spin multiplicity = 1
- electronic energy (eV) = -10946.327
- max |F| (eV/A) = 3.9

3.
Entry from the OMol25 dataset: a gas-phase ion, C5H11NO2 (charge +1) (ωB97M-V with the def2-TZVPD basis set).

Structure (XYZ):
```
19
Properties=species:S:1:pos:R:3:mulliken_charge:R:1
O 0.59 -0.73 -1.32 -0.48
O 3.15 -0.23 -0.74 -0.38
N -0.78 0.56 0.01 -0.10
C -3.20 0.12 0.06 -1.21
C 2.85 0.10 0.53 -0.25
C 0.46 0.28 -0.42 0.09
C 1.35 0.08 0.91 -0.62
C -1.80 -0.27 -0.43 -0.19
H 1.54 -0.79 -1.54 0.39
H -3.46 1.07 -0.40 0.33
H 1.02 -0.88 1.31 0.33
H 3.42 -0.56 1.21 0.36
H -3.13 0.31 1.13 0.35
H -3.94 -0.63 -0.20 0.38
H 0.86 1.26 -0.79 0.37
H -1.48 -1.28 -0.11 0.41
H 3.23 1.11 0.72 0.36
H 1.07 0.86 1.61 0.43
H -1.74 -0.38 -1.53 0.42
```

- charge = +1
- orbital gap (alpha / beta) (eV) = 8.35 / 7.77
- spin multiplicity = 2
- electronic energy (eV) = -10936.249
- <S²> = 0.754
- max |F| (eV/A) = 1.2

4.
Entry from the OMol25 dataset: 2 unconnected molecules or ions with the total composition C5H11NO3 (ωB97M-V with the def2-TZVPD basis set).

Structure (XYZ):
```
20
Properties=species:S:1:pos:R:3:mulliken_charge:R:1
O -4.10 -0.68 -1.03 -0.62
O -5.73 -0.24 0.26 -0.41
O 2.96 -0.52 1.48 -0.60
N 2.77 0.41 -0.69 -0.23
C -3.55 0.69 0.86 -0.87
C 2.65 -2.04 -0.21 -0.85
C 2.94 1.92 -0.44 -0.67
C 2.70 -0.70 0.26 0.61
C -4.50 -0.06 -0.03 0.78
H 1.67 -2.40 0.03 0.23
H 3.30 -2.82 0.15 0.31
H -3.12 -0.01 1.85 0.23
H 1.78 2.31 -0.12 0.19
H -3.93 1.65 1.39 0.28
H 2.87 -2.18 -1.38 0.22
H 2.93 0.15 -1.74 0.25
H -6.02 -0.77 -0.44 0.32
H -2.49 0.66 0.43 0.30
H 3.51 2.00 0.62 0.25
H 3.35 2.64 -1.25 0.30
```

- SMILES = CNC(C)=O.CC(=O)O
- orbital gap (eV) = 9.95
- spin multiplicity = 1
- electronic energy (eV) = -12993.417
- max |F| (eV/A) = 6.8

5.
Entry from the OMol25 dataset: a single C5H11NO3 molecule (ωB97M-V with the def2-TZVPD basis set).

Structure (XYZ):
```
20
Properties=species:S:1:pos:R:3:mulliken_charge:R:1
O 0.57 1.38 -1.48 -0.62
O -2.41 0.44 0.31 -0.55
O -0.91 0.83 2.03 -0.54
N -0.25 -1.27 -1.98 -0.74
C 1.99 0.78 0.37 -1.26
C 0.43 -0.95 -0.74 0.18
C 0.94 0.50 -0.67 0.74
C -0.55 -1.03 0.46 -1.17
C -1.07 0.39 0.72 0.29
H -0.03 -1.38 1.35 0.36
H 1.27 -1.64 -0.61 0.38
H 1.83 0.20 1.28 0.31
H -2.75 1.34 0.44 0.33
H -1.07 -0.68 -2.08 0.27
H 2.96 0.52 -0.06 0.42
H -1.43 0.26 2.62 0.34
H 0.36 -1.04 -2.76 0.27
H 2.02 1.85 0.61 0.33
H -0.52 1.20 -0.02 0.21
H -1.37 -1.70 0.20 0.44
```

- SMILES = CC(=O)[C@H](N)CC(O)O
- orbital gap (eV) = 10.09
- spin multiplicity = 1
- electronic energy (eV) = -12994.811
- max |F| (eV/A) = 4.0

6.
Entry from the OMol25 dataset: 2 unconnected molecules or ions with the total composition C5H11NO3 (ωB97M-V with the def2-TZVPD basis set).

Structure (XYZ):
```
20
Properties=species:S:1:pos:R:3:mulliken_charge:R:1
O 2.30 0.83 -0.88 -0.46
O -0.23 -1.52 1.39 -0.55
O -0.14 -0.22 -2.06 -0.54
N 2.57 -0.65 0.93 -0.52
C 2.50 0.05 -0.04 0.78
C -0.70 0.76 0.70 -0.28
C -1.72 1.60 -0.08 -1.26
C -0.78 -0.74 0.37 0.12
C -0.12 -1.17 -1.03 -0.69
H 0.88 -1.61 -0.87 0.24
H -1.60 2.65 0.17 0.38
H -2.73 1.29 0.17 0.35
H 0.30 1.15 0.53 0.07
H 0.46 0.50 -1.84 0.38
H -0.90 0.85 1.77 0.32
H 3.32 -0.94 1.51 0.22
H -1.83 -1.02 0.32 0.43
H -0.72 -2.00 -1.38 0.33
H 0.72 -1.30 1.47 0.36
H -1.57 1.49 -1.15 0.31
```

- SMILES = CC[C@H](O)CO.N=C=O
- orbital gap (eV) = 9.92
- spin multiplicity = 1
- electronic energy (eV) = -12995.397
- max |F| (eV/A) = 1.4

- What is the spin multiplicity in the first record?
  1